Density functional theory data (ωB97M-V/def2-TZVPD) for a 2-piece molecular cluster, C4H10O overall.

Last column: natural (NBO) charge in e.
Element x y z (Å)
C 2.33789 0.08871 0.07486  -0.650
C 1.28016 0.26145 -0.97504  -0.281
C 0.13707 0.91411 -0.78320  0.116
O -0.16143 1.52088 0.40660  -0.696
H 1.93979 0.32206 1.06596  0.225
H 3.19332 0.75178 -0.10648  0.216
H 2.72112 -0.93797 0.08719  0.213
H 1.45300 -0.15245 -1.96470  0.207
H -0.61159 1.01121 -1.56852  0.171
H -1.11081 1.69150 0.44251  0.481
C -2.23235 -1.09295 0.66322  -0.853
H -1.17098 -0.97019 0.44134  0.225
H -2.66904 -1.80403 -0.04188  0.214
H -2.35161 -1.46967 1.68157  0.216
H -2.75456 -0.13446 0.57659  0.196

Force components x, y, z for each atom (eV/Å):
0.05 0.00 0.08
-0.14 0.11 0.00
0.20 -0.17 -0.29
-0.24 0.08 0.06
0.08 -0.03 -0.13
-0.12 -0.10 0.02
-0.07 0.15 -0.02
-0.05 0.07 0.13
0.13 -0.02 0.11
0.25 -0.01 0.01
-0.04 -0.07 0.03
-0.17 0.00 0.05
0.03 0.10 0.10
0.00 0.05 -0.14
0.10 -0.16 -0.01

Summary:
Structure (SMILES): C/C=C\O.C
HOMO level (eV): -8.7
Spin multiplicity: 1
Frontier orbital gap (eV): 9.5


Density functional theory data (ωB97M-V/def2-TZVPD) for C18H39NOP2PdSi as an isolated structure.

Last column: natural (NBO) charge in e.
Element x y z (Å)
Pd -0.43514 0.11970 -0.30944  0.554
Si -0.77637 2.39300 -0.72515  0.600
P -2.16443 0.15813 1.31436  0.937
P 1.51567 0.12685 -1.71168  1.025
H -2.57141 -1.07947 -1.31232  0.122
C -2.56788 -1.50301 1.93050  -0.958
H -3.44241 -1.44892 2.59486  0.215
H -1.71680 -1.91138 2.49173  0.240
H -2.79494 -2.17620 1.09236  0.251
C -3.75436 0.78335 0.67527  -0.955
H -4.52566 0.64473 1.44642  0.220
H -4.03529 0.22174 -0.22678  0.249
H -3.67366 1.84866 0.42634  0.250
C -1.83950 1.12610 2.82154  -0.954
H -2.75672 1.17620 3.42799  0.226
H -1.51676 2.13936 2.55563  0.257
H -1.04420 0.63704 3.39929  0.243
C 2.22896 -1.52262 -1.96943  -0.960
H 3.07022 -1.45182 -2.67115  0.210
H 1.46456 -2.19484 -2.37419  0.279
H 2.57840 -1.92685 -1.01251  0.230
C 1.13657 0.71374 -3.39048  -0.962
H 2.03966 0.59419 -4.00417  0.218
H 0.83926 1.76848 -3.37067  0.242
H 0.31857 0.10990 -3.80299  0.265
C 2.95678 1.10003 -1.17353  -0.973
H 3.69943 1.11195 -1.98446  0.222
H 3.39941 0.64288 -0.27998  0.240
H 2.65838 2.12311 -0.92594  0.248
C -1.95458 2.58114 -2.19741  -1.109
H -2.87765 2.00987 -2.04460  0.228
H -1.47414 2.25351 -3.12724  0.231
H -2.20773 3.64819 -2.28745  0.226
H -1.37794 3.13746 0.41741  -0.206
H 0.48980 3.08055 -1.10457  -0.202
C -2.01613 -1.68639 -2.09761  0.117
O -0.68273 -1.44426 -1.78783  -0.864
C -2.32021 -3.18718 -1.97971  -0.641
H -2.83471 -3.55281 -2.87924  0.199
H -2.96807 -3.40714 -1.12231  0.197
H -1.38652 -3.76002 -1.87476  0.222
C -2.38151 -1.17451 -3.49005  -0.634
H -1.72331 -1.65250 -4.23212  0.202
H -2.29572 -0.08428 -3.58759  0.205
H -3.41102 -1.45433 -3.74994  0.199
C 1.10500 -2.17238 1.59898  -0.646
C 1.98851 -1.12348 2.17441  -0.006
C 3.10177 -1.50321 2.90439  -0.223
C 3.96073 -0.56361 3.47953  -0.166
C 3.69494 0.80111 3.33579  -0.240
C 2.60158 1.24997 2.62428  0.019
C 2.31856 2.70290 2.47176  -0.655
C 1.72325 0.28855 1.96960  0.092
N 0.79209 0.75863 1.17627  -0.341
H 0.31887 -1.75627 0.94834  0.222
H 0.61110 -2.75183 2.39272  0.222
H 1.68763 -2.87918 0.99229  0.228
H 3.29524 -2.56927 3.01616  0.215
H 4.82924 -0.89706 4.03985  0.216
H 4.35525 1.54212 3.78583  0.215
H 2.19333 3.18029 3.45459  0.227
H 3.15052 3.21331 1.96500  0.228
H 1.40421 2.84807 1.88384  0.240

Force components x, y, z for each atom (eV/Å):
0.42 -0.12 -0.50
-0.52 0.53 -0.90
-0.09 -0.58 -0.56
-0.14 -0.46 0.10
-0.34 -0.82 -0.92
-0.60 -0.11 0.52
0.12 -0.24 -0.02
-0.20 0.13 -0.19
0.12 0.24 0.17
-0.29 -0.08 0.41
-0.01 0.13 -0.25
0.11 0.17 0.27
0.02 -0.24 0.04
-0.29 -0.02 0.18
0.28 0.05 -0.04
-0.07 -0.24 0.03
-0.19 0.13 -0.15
0.33 -0.17 -0.39
0.01 -0.16 0.12
0.10 0.28 0.15
0.00 0.13 -0.17
0.34 -0.05 -0.16
-0.23 0.12 -0.09
0.10 -0.20 0.01
0.22 0.12 0.20
0.31 0.06 -0.33
0.00 0.12 0.27
-0.09 0.04 -0.20
0.03 -0.13 -0.08
-0.01 0.59 0.09
0.17 0.09 -0.09
-0.17 0.02 0.19
-0.11 -0.25 -0.22
0.05 0.21 0.07
0.03 0.25 0.10
-0.12 0.69 0.85
0.16 0.23 0.17
-0.29 -0.29 -0.08
0.05 -0.01 0.22
0.16 -0.05 -0.09
-0.25 0.30 0.02
-0.16 0.00 -0.23
-0.08 0.13 0.18
0.11 -0.23 0.13
0.11 0.09 0.06
-0.50 -0.43 -0.40
0.09 0.48 -0.07
0.00 0.20 0.04
-0.11 -0.04 -0.09
-0.02 0.02 0.06
-0.09 -0.73 -0.15
-0.11 0.54 -0.07
1.13 0.32 0.78
0.35 -0.75 0.79
0.33 -0.25 0.25
0.14 0.11 -0.14
-0.15 0.10 0.16
0.02 0.20 0.04
-0.11 0.07 -0.08
-0.08 -0.19 -0.03
0.00 -0.10 -0.25
-0.23 -0.09 0.09
0.26 0.15 0.17

Summary:
Expectation value of S²: 6.071
HOMO level (alpha / beta) (eV): -4.8 / -7.9
Spin multiplicity: 5
Frontier orbital gap (alpha / beta) (eV): 5.6 / 6.8


Density functional theory data (ωB97M-V/def2-TZVPD) for an isolated ion of composition C4H6N3O and charge +1.

Last column: natural (NBO) charge in e.
Element x y z (Å)
C -0.87990 -0.26705 -0.43857  0.356
C 0.93910 -1.12216 0.49309  0.305
C 2.17316 -1.01214 1.23649  0.335
C 0.73214 1.38233 0.50186  -0.431
N -0.99166 -1.57380 -0.52045  -0.340
N 0.03540 -2.18487 0.21918  -0.411
N 0.22360 0.07096 0.20008  -0.333
O 2.29140 -1.13400 -0.03381  -0.380
H -1.59755 0.42897 -0.83704  0.266
H -0.06752 2.11115 0.40066  0.243
H 1.54807 1.64814 -0.17319  0.242
H 1.11054 1.39110 1.52573  0.255
H -1.76351 -2.13157 -0.86119  0.462
H 0.42956 -3.02546 -0.19602  0.430

Force components x, y, z for each atom (eV/Å):
0.08 -0.33 -0.10
-0.44 0.39 -0.54
1.17 -0.52 2.04
0.36 0.81 0.15
0.12 0.17 -0.33
0.12 0.04 0.57
-1.11 -0.79 -0.40
0.16 -0.14 -1.35
-0.15 0.03 -0.02
-0.01 -0.02 0.04
-0.08 -0.07 0.02
-0.12 0.02 -0.08
-0.02 0.22 0.09
-0.08 0.19 -0.09

Summary:
HOMO level (eV): -13.2
Spin multiplicity: 1
Total charge: +1
Frontier orbital gap (eV): 9.0


Density functional theory data (ωB97M-V/def2-TZVPD) for C26H25Cl4GeMoN5S3 as an isolated structure.

Last column: natural (NBO) charge in e.
Element x y z (Å)
Mo -1.07255 -0.12095 -0.87989  0.579
C 0.63306 -3.11400 -1.38105  -0.424
N 0.77700 -1.77507 -0.73772  -0.522
C 0.65813 -1.95817 0.73197  -0.251
C -0.66005 -2.52805 1.21768  -0.227
N -1.89825 -1.85042 0.69449  -0.462
C -2.75012 -2.89866 0.05630  -0.412
C -2.66716 -1.30443 1.83385  0.202
C -3.43891 -2.11279 2.66242  -0.246
C -4.13143 -1.55703 3.72698  -0.198
C -4.05561 -0.19428 3.97535  -0.184
C -3.27752 0.60801 3.16356  -0.190
C -2.57721 0.04771 2.09926  -0.231
S -1.51329 1.06091 1.15350  0.072
C 2.05854 -1.17485 -1.10299  0.289
C 3.01553 -0.90261 -0.13804  -0.296
C 4.19067 -0.21990 -0.44120  -0.121
C 4.44930 0.20760 -1.73315  -0.236
C 3.53450 -0.09120 -2.71691  -0.147
C 2.33616 -0.79533 -2.45610  -0.316
S 1.35530 -1.14419 -3.80328  0.119
H 1.48640 -3.73797 -1.10193  0.201
H 0.57560 -3.00786 -2.45505  0.251
H -0.27986 -3.58322 -1.03602  0.208
H 0.80792 -0.98452 1.18722  0.220
H 1.44148 -2.63286 1.09523  0.216
H -0.64676 -2.43601 2.30399  0.238
H -0.73467 -3.59309 1.00131  0.215
H -3.69252 -2.45491 -0.25188  0.240
H -2.92880 -3.70874 0.76000  0.193
H -2.25424 -3.30629 -0.81323  0.222
H -3.51714 -3.17648 2.49862  0.221
H -4.73767 -2.19457 4.35566  0.229
H -4.60793 0.24153 4.79671  0.230
H -3.21646 1.67459 3.33627  0.234
H 2.87230 -1.18469 0.89031  0.231
H 4.89636 -0.02023 0.35456  0.230
H 5.35748 0.74435 -1.96975  0.235
H 3.71573 0.19496 -3.74467  0.237
N 1.65988 3.29480 -0.85261  -0.505
C 2.03234 3.02857 0.45633  0.173
C 2.82074 3.75886 1.33777  -0.240
C 3.01026 3.21304 2.58784  -0.188
C 2.42239 1.98824 2.93869  -0.192
C 1.64042 1.27595 2.05466  -0.203
C 1.44755 1.80365 0.77600  0.089
N 0.75300 1.32297 -0.35315  -0.488
C 0.90746 2.26585 -1.26570  0.399
C 0.31218 2.12317 -2.57409  0.137
C 0.51357 2.81654 -3.72019  -0.418
S -0.41116 2.11620 -4.97290  0.600
C -0.98820 0.94058 -3.91196  -0.088
N -0.54614 1.05377 -2.67916  -0.481
H 1.83016 4.14204 -1.36710  0.436
H 3.25886 4.70638 1.05542  0.234
H 3.61371 3.73984 3.31404  0.233
H 2.57537 1.60163 3.93707  0.229
H 1.16314 0.36447 2.37731  0.222
H 1.14284 3.67467 -3.88724  0.263
H -1.65771 0.15263 -4.21467  0.294
Cl -4.88546 0.80509 -0.13107  -0.386
Ge -3.16018 1.36577 -1.29561  1.179
Cl -2.80820 3.48839 -0.98930  -0.415
Cl -3.98001 1.42338 -3.32336  -0.415
Cl -2.17015 -1.48279 -2.42942  -0.316

Force components x, y, z for each atom (eV/Å):
0.10 0.12 0.36
0.00 0.08 0.04
0.11 -0.14 0.02
0.06 0.06 -0.07
-0.04 0.00 0.00
0.05 0.02 -0.01
0.02 0.05 0.01
0.05 -0.02 -0.07
0.01 0.06 0.02
0.02 -0.04 -0.03
-0.01 0.00 0.01
-0.01 0.03 0.02
0.03 -0.01 -0.01
-0.09 -0.01 0.06
-0.16 0.03 -0.05
0.02 0.01 -0.07
-0.02 -0.02 0.02
0.02 0.00 0.04
-0.03 -0.02 -0.09
0.08 0.00 0.21
-0.07 0.02 -0.12
0.00 -0.01 -0.01
0.01 -0.03 0.00
-0.01 -0.01 -0.03
0.00 -0.06 -0.02
0.02 -0.01 0.01
0.01 -0.02 0.00
0.04 0.00 -0.03
-0.01 -0.01 0.00
-0.03 0.00 0.00
0.01 -0.01 0.00
-0.01 -0.01 0.01
0.00 0.00 0.00
0.00 0.01 0.00
0.01 0.00 -0.01
-0.02 -0.02 0.04
0.01 0.00 0.00
0.00 0.00 0.00
0.00 0.00 0.01
0.01 -0.08 0.07
0.04 0.07 -0.04
-0.02 -0.04 -0.02
0.02 0.00 0.01
0.01 0.03 0.01
-0.04 0.04 0.00
0.04 -0.19 -0.03
-0.39 0.29 0.01
0.04 -0.03 -0.15
0.09 -0.05 0.08
-0.06 0.00 0.04
0.06 0.05 -0.03
-0.01 -0.12 0.11
0.01 0.02 -0.19
0.03 0.00 0.00
0.00 0.00 0.01
-0.01 0.00 0.00
-0.01 -0.01 0.00
0.01 0.04 0.02
0.00 0.00 -0.01
-0.03 0.05 -0.03
-0.02 0.02 0.00
0.00 -0.14 -0.04
0.09 0.05 -0.01
-0.04 0.00 0.04
0.05 -0.05 -0.13

Summary:
Expectation value of S²: 3.804
HOMO level (alpha / beta) (eV): -10.3 / -10.6
Spin multiplicity: 4
Total charge: +1
Frontier orbital gap (alpha / beta) (eV): 6.9 / 5.6